Record 1
ORCA calculation (wB97M-V/def2-TZVPD) on 12 unconnected molecules or ions with the total composition C27H78O12 in a non-equilibrium geometry.

XYZ file:
```
117
Properties=species:S:1:pos:R:3:forces:R:3:lowdin_charge:R:1
C 0.3870 6.4797 0.8194 0.96 -0.09 1.37 -0.0649
C -1.0381 6.7049 0.4533 -0.20 -0.15 -0.33 -0.5418
C -1.1887 7.3671 -0.8852 0.66 0.12 -0.79 -0.0612
O -1.6883 5.4611 0.4574 -0.48 -0.83 0.05 -0.0442
H 1.0575 6.0698 0.0641 -0.28 0.28 -0.33 0.0855
H 0.4509 5.7875 1.6589 -0.27 -0.25 0.02 0.0809
H 0.7896 7.3865 1.2707 0.30 0.24 -0.49 0.0825
H -1.4974 7.3221 1.2255 -0.03 0.27 0.15 0.1344
H -2.1623 7.2463 -1.3603 -0.42 0.65 0.58 0.0787
H -0.5650 6.8996 -1.6472 0.48 -0.21 0.22 0.0787
H -0.8174 8.3855 -0.7711 -0.50 0.28 -0.41 0.0856
H -2.6163 5.6646 0.3196 -0.22 -0.33 -0.05 0.0860
C -2.2341 -3.3623 6.6391 0.32 -0.38 1.22 -0.0777
C -2.7847 -2.6133 5.4777 0.67 0.62 0.15 -0.5065
C -3.3370 -1.2491 5.8544 -0.39 0.14 0.73 -0.0611
O -1.6608 -2.4407 4.6061 -0.52 -0.18 -0.41 -0.0554
H -3.0225 -3.5953 7.3548 -0.09 -0.28 -0.08 0.0824
H -1.4919 -2.8121 7.2175 0.07 0.39 -0.21 0.0838
H -1.7209 -4.2681 6.3161 -0.27 -0.12 -0.06 0.0833
H -3.5651 -3.2470 5.0564 -0.08 0.08 -0.52 0.1337
H -3.9778 -0.7882 5.1028 0.17 -0.06 -0.21 0.0755
H -2.5442 -0.5572 6.1388 0.25 -0.07 -0.33 0.0841
H -3.9344 -1.3133 6.7639 -0.29 -0.22 0.00 0.0749
H -1.9921 -1.9530 3.8485 0.22 0.11 -0.30 0.0828
C -9.5599 5.9978 0.9813 -0.20 -0.10 0.53 -0.0617
C -8.1901 5.4335 1.3185 -0.22 -1.71 0.17 -0.4943
C -8.1300 3.8917 1.5053 0.02 -0.12 0.62 -0.0613
O -7.3002 5.6624 0.2591 0.51 0.87 -0.58 -0.0582
H -10.1145 5.3842 0.2713 0.15 -0.11 -0.19 0.0783
H -9.4599 7.0052 0.5773 0.02 0.01 0.05 0.0815
H -10.1721 6.0442 1.8820 -0.08 0.07 0.03 0.0791
H -7.8114 5.9174 2.2188 0.21 0.10 -0.12 0.1352
H -8.4545 3.3403 0.6228 -0.48 0.26 -0.15 0.0730
H -8.6316 3.4850 2.3833 -0.44 0.21 -0.02 0.0715
H -7.1037 3.5431 1.6202 0.26 0.50 0.07 0.0720
H -7.8056 5.3969 -0.5127 0.28 0.03 -0.42 0.0849
C 2.7169 4.0217 -4.9720 -0.10 0.26 -1.42 -0.0417
C 2.5269 5.1470 -6.0525 -0.04 0.17 1.43 -0.4687
C 1.1844 5.1049 -6.7700 0.30 -0.79 -0.97 -0.0657
O 2.5797 6.3901 -5.3613 -0.02 0.59 1.09 -0.0793
H 1.8914 4.0054 -4.2604 0.07 0.23 0.02 0.0756
H 3.6788 4.0571 -4.4606 -0.12 0.45 0.03 0.0713
H 2.7181 3.0636 -5.4918 -0.16 -0.14 -0.06 0.0688
H 3.3984 5.2284 -6.7021 -0.18 -0.95 -0.57 0.1300
H 0.3120 5.0465 -6.1191 0.27 0.31 0.29 0.0825
H 1.0965 4.2471 -7.4366 0.17 -0.32 0.02 0.0713
H 1.1056 5.9512 -7.4524 -0.12 0.26 0.25 0.0735
H 2.8010 7.1016 -5.9665 -0.07 -0.08 -0.11 0.0824
C 3.6745 -0.4433 4.7167 0.15 0.26 0.78 -0.0529
C 3.8172 -1.4234 5.8920 1.13 0.88 0.95 -0.5136
C 3.3082 -0.9333 7.2861 -0.20 0.70 -0.79 -0.0483
O 3.2273 -2.6333 5.5757 -0.49 -1.25 -0.30 -0.0429
H 4.3461 0.4000 4.8775 -0.23 0.26 0.03 0.0784
H 2.6445 -0.0968 4.6313 -0.08 0.18 -0.01 0.0764
H 3.9715 -0.8728 3.7599 -0.01 -0.37 0.18 0.0785
H 4.8862 -1.5965 6.0161 0.15 -0.36 -0.14 0.1265
H 3.8955 -0.1385 7.7459 0.14 0.40 -0.56 0.0684
H 3.2780 -1.6503 8.1065 -0.11 -0.67 -0.64 0.0718
H 2.3077 -0.5522 7.0811 -0.25 0.09 0.50 0.0691
H 2.3996 -2.4414 5.1290 -0.23 -0.14 -0.03 0.0883
C -8.1140 -2.3893 0.1320 0.18 -0.47 0.52 -0.0850
C -9.4729 -2.4152 -0.5754 0.38 1.27 -0.78 -0.3339
O -10.5926 -2.8127 0.1735 -0.10 -0.52 0.85 -0.0728
H -7.3220 -1.9894 -0.5012 -0.25 -0.02 -0.42 0.0697
H -7.7538 -3.3639 0.4616 -0.27 -0.31 -0.25 0.0672
H -8.0353 -1.7960 1.0429 -0.68 0.29 -0.02 0.0683
H -9.4417 -2.9774 -1.5087 0.37 -0.47 0.05 0.1046
H -9.6973 -1.4051 -0.9181 0.37 0.38 -0.06 0.1020
H -11.3249 -2.2516 -0.0922 0.00 -0.14 0.12 0.0799
C 1.8561 -7.6525 2.0429 0.55 -0.54 -0.80 -0.0939
C 2.5309 -8.0648 3.3397 -1.60 0.05 0.34 -0.3540
O 3.7938 -7.4979 3.5040 0.67 0.27 0.19 -0.0620
H 1.5013 -6.6243 1.9726 0.12 0.07 0.46 0.0697
H 1.0192 -8.3038 1.7909 -0.07 -0.07 0.14 0.0690
H 2.6019 -7.7753 1.2575 -0.05 0.00 -0.25 0.0694
H 2.6162 -9.1444 3.4630 0.22 -0.12 -0.55 0.1095
H 1.8255 -7.8075 4.1299 0.19 0.31 0.52 0.1050
H 3.7275 -6.6861 4.0121 -0.02 0.05 -0.04 0.0871
C 0.5734 -1.1267 -0.8518 -0.83 -0.14 -0.43 -0.0877
C -0.9361 -0.7943 -1.1154 1.93 0.86 0.79 -0.2919
O -1.4935 -0.1967 0.0568 -0.56 -0.59 0.15 -0.0968
H 0.7126 -1.8054 -0.0104 -0.20 -0.05 -0.03 0.0653
H 1.1699 -0.2376 -0.6478 -0.24 0.17 -0.01 0.0650
H 0.9867 -1.5880 -1.7487 0.10 -0.13 -0.02 0.0623
H -1.4937 -1.6899 -1.3895 -0.10 0.14 0.18 0.1050
H -0.9469 -0.0655 -1.9258 -0.29 -0.17 -0.28 0.1010
H -1.4364 0.7616 0.0522 0.18 -0.06 -0.32 0.0784
C 8.0175 -3.5056 1.1441 0.48 -0.21 -0.05 -0.0840
C 7.0300 -3.9458 0.0749 -0.30 -0.18 0.32 -0.3438
O 7.0385 -3.0622 -1.0064 0.37 0.92 -0.75 -0.0783
H 9.0572 -3.7550 0.9320 -0.05 -0.46 -0.31 0.0673
H 7.7534 -4.0019 2.0779 0.05 0.18 0.11 0.0713
H 8.0981 -2.4275 1.2827 -0.76 0.08 0.03 0.0725
H 6.0188 -3.9726 0.4808 -0.12 -0.01 0.39 0.1045
H 7.2255 -4.9511 -0.2983 0.32 -0.28 0.27 0.1077
H 6.3725 -3.3297 -1.6438 -0.01 -0.04 -0.03 0.0827
C 0.2625 -1.6852 -7.5118 -0.45 -0.02 0.58 -0.0937
C 1.1636 -1.3549 -8.6387 0.21 -0.53 -1.75 -0.3612
O 2.5037 -1.5859 -8.2454 0.22 0.23 0.34 -0.0727
H 0.4798 -1.0268 -6.6707 -0.17 -0.09 0.13 0.0787
H 0.3974 -2.7230 -7.2068 0.22 0.03 0.09 0.0776
H -0.7881 -1.6065 -7.7914 0.01 0.28 -0.04 0.0786
H 1.0060 -0.3876 -9.1157 0.11 0.69 0.74 0.1084
H 0.9416 -1.9868 -9.4987 -0.15 -0.64 -0.04 0.1040
H 3.0919 -1.3831 -8.9764 0.00 0.02 -0.04 0.0814
C 4.0663 -6.4432 -5.3356 0.42 0.37 -0.04 -0.1512
O 4.0550 -5.0155 -5.0848 -0.09 -1.18 -0.14 -0.1257
H 4.3073 -6.9520 -4.4022 -0.31 0.18 0.06 0.0752
H 3.1500 -6.8419 -5.7709 -0.35 0.25 0.34 0.0714
H 4.8428 -6.7521 -6.0354 0.31 0.35 -0.14 0.0664
H 3.6298 -4.5855 -5.8304 0.02 0.05 -0.08 0.0630
C 6.6739 3.0623 0.2730 0.65 -0.64 -1.58 -0.2022
O 6.4465 4.0651 1.1990 -0.28 0.61 0.64 -0.1042
H 5.7706 2.6155 -0.1426 -0.29 -0.32 0.43 0.0744
H 7.1662 3.4694 -0.6102 0.32 0.10 -0.19 0.0725
H 7.3601 2.3015 0.6451 -0.32 0.00 0.35 0.0819
H 6.1297 4.8077 0.6797 -0.09 0.24 0.34 0.0775
```
Forces are in eV/Å.

The total energy is -53828.893 eV. The HOMO energy is -9.819 eV.


Record 2
ORCA calculation (wB97M-V/def2-TZVPD) on 8 unconnected molecules or ions with the total composition C35H71F2N10O9 in a non-equilibrium geometry.

XYZ file:
```
127
Properties=species:S:1:pos:R:3:forces:R:3:lowdin_charge:R:1
C -0.9725 -2.4824 -2.4598 4.11 5.45 -1.10 0.1221
C -0.0776 -1.5021 -2.4978 -3.21 -5.76 0.57 -0.0533
C 1.2823 -0.6580 -2.4427 -1.70 0.70 0.50 -0.2401
C 1.6018 -0.1664 -3.9591 -2.80 0.82 -0.75 -0.0380
N 2.7190 -0.9671 -4.6291 -0.79 -0.82 0.18 0.0348
C 2.8667 -0.6835 -6.0863 -1.50 5.74 -5.41 -0.2733
O 2.3904 0.3872 -6.6140 2.41 -5.20 3.93 0.1199
N 3.5229 -1.6342 -7.0644 -3.59 -0.01 1.47 0.1707
C 2.3704 -2.4700 -7.5615 -0.10 -6.62 -2.54 -0.2853
O 2.5217 -3.6727 -7.9614 -0.65 7.21 2.33 0.1159
F 1.0011 -1.9862 -7.5796 3.78 -0.22 0.63 0.0363
C 3.9743 -0.8763 -3.8102 3.86 -0.87 0.95 -0.1511
C 5.0167 0.2730 -4.2289 0.35 0.82 0.77 -0.2275
C 4.3927 1.7615 -4.3746 1.43 0.66 -0.79 -0.0364
F 5.8499 -0.0807 -5.3953 -2.08 0.54 1.84 -0.0708
C 3.6841 -0.6756 -2.2010 -0.93 1.77 -0.63 -0.0892
N 2.4222 -1.3129 -1.7279 0.86 -0.40 -1.60 -0.1182
C 2.4211 -2.8016 -1.8154 0.02 -1.50 1.36 -0.1723
C 3.7853 -3.5250 -1.3010 -0.59 -1.65 0.02 -0.3158
C 4.6175 -4.2483 -2.5234 -0.42 -0.06 0.42 -0.1016
C 3.3556 -4.7721 -0.3121 1.62 1.03 0.39 -0.1073
H -1.8779 -3.1776 -2.6633 2.14 1.67 0.67 0.0736
H 1.0355 0.3125 -1.8400 0.36 -1.59 -1.31 0.1464
H 0.6533 -0.4078 -4.5965 1.74 0.57 1.15 0.1610
H 1.7485 0.9716 -4.0504 0.20 -1.98 0.20 0.1350
H 2.3923 -1.9668 -4.5608 0.43 0.77 0.06 0.1947
H 3.9011 -1.0684 -7.8632 -0.54 -0.43 0.97 0.1720
H 4.5317 -1.8916 -3.9368 -1.04 1.74 0.07 0.1590
H 5.7820 0.3473 -3.3497 -1.44 -0.48 -1.59 0.1674
H 3.5977 2.0252 -3.5900 1.12 -0.68 -1.29 0.0582
H 5.2833 2.4928 -4.1814 -1.61 -1.32 -0.34 0.1062
H 4.0489 2.0101 -5.4618 0.35 -0.70 2.10 0.1014
H 3.5262 0.4776 -2.0796 0.27 -1.98 -0.04 0.1290
H 4.6230 -0.9213 -1.5892 -1.58 -0.06 -1.14 0.1449
H 2.1569 -3.2468 -2.8459 0.32 0.76 1.07 0.1087
H 1.5888 -3.1763 -1.0874 1.38 0.89 -1.53 0.1286
H 4.4566 -2.8508 -0.6478 -1.18 -0.86 -1.28 0.1280
H 3.8736 -4.4398 -3.4039 1.50 0.48 1.36 0.0811
H 5.5531 -3.6598 -2.8392 -1.47 -0.85 0.20 0.0684
H 4.9643 -5.3060 -2.1910 -0.46 1.96 -0.48 0.0825
H 2.4491 -4.5285 0.3487 1.28 -0.51 -1.16 0.0913
H 3.2894 -5.7724 -0.8766 -0.30 1.66 0.82 0.0780
H 4.2579 -4.8830 0.4165 -1.83 0.11 -1.49 0.0769
C -1.4644 4.2397 -3.0211 0.09 0.06 -0.24 0.0001
C -0.6795 3.2890 -2.1603 -0.20 -0.17 0.82 -0.5248
O 0.2912 2.6640 -2.5837 0.08 -0.35 -0.48 -0.0278
N -1.0718 3.1282 -0.8721 0.19 0.08 -1.15 0.0265
C -2.1766 3.7660 -0.1911 0.20 -0.27 0.40 -0.0572
H -1.0343 4.2645 -4.0238 0.01 -0.09 0.20 0.0851
H -2.5019 3.9059 -3.0983 0.03 0.18 0.07 0.0909
H -1.4212 5.2477 -2.6014 -0.18 -0.08 -0.02 0.0912
H -0.4985 2.4750 -0.3550 -0.07 0.21 0.03 0.1183
H -1.7759 4.3159 0.6628 -0.33 0.07 -0.02 0.0717
H -2.8491 2.9850 0.1702 -0.14 0.28 0.11 0.0808
H -2.7266 4.4481 -0.8358 0.15 -0.10 -0.02 0.0826
C -2.2965 4.6419 5.2997 -0.18 0.01 0.14 -0.0090
C -1.9563 4.1655 3.9142 0.12 -0.21 -0.55 -0.5450
O -2.7656 3.5714 3.2089 0.06 0.06 0.12 0.0076
N -0.6993 4.4146 3.4498 -0.71 -0.14 0.29 0.0119
C 0.3817 5.0947 4.1295 0.22 -0.13 -0.50 -0.0736
H -3.3280 4.3743 5.5346 0.17 -0.02 -0.16 0.0801
H -1.6405 4.1648 6.0319 -0.01 0.20 0.02 0.0885
H -2.1999 5.7290 5.3566 0.10 -0.10 0.14 0.0880
H -0.5375 4.0680 2.5134 0.16 0.10 0.14 0.1151
H 0.6721 5.9588 3.5274 0.16 0.03 0.22 0.0840
H 1.2275 4.4066 4.1979 0.10 0.22 0.16 0.0866
H 0.1027 5.4259 5.1273 -0.08 -0.09 -0.13 0.0750
C 2.7700 3.4694 -1.3249 0.15 -0.29 0.10 -0.0337
C 2.5061 4.5797 -0.3441 -0.16 0.40 0.46 -0.5310
O 1.5480 4.5626 0.4218 0.10 -0.13 -0.13 0.0173
N 3.3750 5.6285 -0.3256 -0.44 -0.56 -0.05 0.0082
C 4.5511 5.8243 -1.1454 -0.03 0.47 0.35 -0.0730
H 1.9987 2.7054 -1.2266 0.11 0.29 0.01 0.0533
H 2.7434 3.8576 -2.3460 0.07 -0.10 0.05 0.0842
H 3.7409 3.0101 -1.1182 0.09 0.14 -0.11 0.0855
H 3.1383 6.3373 0.3558 0.07 -0.09 -0.12 0.1434
H 5.4159 5.9155 -0.4840 0.14 -0.02 -0.27 0.0872
H 4.4273 6.7562 -1.7020 0.25 -0.11 -0.14 0.0873
H 4.7133 5.0052 -1.8425 -0.11 0.05 0.12 0.0690
C -1.7448 0.2299 0.7156 0.03 0.10 -0.22 -0.0071
C -0.9542 -0.7223 1.5708 0.39 -0.54 0.62 -0.5461
O 0.0141 -1.3409 1.1378 -0.07 0.18 -0.25 -0.0001
N -1.3460 -0.8853 2.8630 0.25 0.20 -0.91 0.0188
C -2.4527 -0.2470 3.5453 0.09 -0.39 0.53 -0.0627
H -1.3181 0.2587 -0.2890 0.00 -0.18 0.15 0.0630
H -2.7820 -0.1059 0.6407 0.00 0.23 0.06 0.0882
H -1.7019 1.2366 1.1392 -0.27 -0.09 0.09 0.0651
H -0.7724 -1.5385 3.3796 -0.13 0.08 -0.08 0.1437
H -2.0517 0.3038 4.3997 -0.24 0.18 -0.04 0.0845
H -3.1250 -1.0285 3.9064 -0.13 0.30 0.01 0.0587
H -3.0027 0.4350 2.9002 0.15 -0.04 0.02 0.0761
C -5.3567 -2.5471 1.6639 0.23 -0.12 -0.14 -0.0132
C -5.7351 -2.0332 3.0264 -0.41 0.30 0.67 -0.5445
O -4.9944 -2.1474 3.9983 0.03 -0.12 -0.19 -0.0024
N -6.9441 -1.4252 3.1593 0.75 -0.46 -0.19 0.0200
C -7.9445 -1.1990 2.1389 -0.34 0.25 0.17 -0.0851
H -4.3676 -3.0067 1.7090 -0.14 0.09 0.15 0.0822
H -6.0743 -3.3029 1.3357 0.03 0.16 -0.14 0.0850
H -5.3223 -1.7216 0.9483 -0.14 -0.14 -0.07 0.0787
H -7.1334 -1.1044 4.0993 0.01 0.05 -0.20 0.1409
H -8.1185 -0.1238 2.0695 -0.11 -0.48 -0.25 0.0406
H -8.8679 -1.6922 2.4530 -0.07 -0.01 -0.27 0.0861
H -7.6420 -1.5816 1.1663 0.08 -0.11 0.18 0.0745
C 5.4380 -7.9471 2.8809 0.15 0.08 0.13 -0.0077
C 4.3891 -7.5453 1.8805 -0.34 0.30 -0.22 -0.5238
O 4.0518 -6.3774 1.7181 0.16 -0.77 0.59 -0.0111
N 3.8080 -8.5316 1.1414 0.32 0.46 0.34 0.0063
C 4.0719 -9.9536 1.1909 -0.41 0.06 -0.39 -0.0760
H 5.8112 -7.0597 3.3945 -0.16 -0.08 -0.17 0.0865
H 5.0075 -8.6217 3.6250 0.16 -0.07 -0.08 0.0886
H 6.2760 -8.4300 2.3720 -0.07 -0.11 0.16 0.0872
H 3.1130 -8.1921 0.4901 0.08 -0.10 0.13 0.1387
H 4.3984 -10.2742 0.1987 0.07 -0.26 0.16 0.0847
H 3.1397 -10.4646 1.4426 0.20 -0.23 0.03 0.0861
H 4.8342 -10.2100 1.9230 -0.09 0.14 -0.07 0.0758
C -6.8795 3.6580 3.1717 0.13 0.02 -0.16 -0.0012
C -7.8559 2.5880 3.5766 -0.31 -0.31 0.12 -0.5163
O -7.9648 1.5333 2.9594 0.09 0.66 0.32 0.0039
N -8.6345 2.8218 4.6691 0.43 -0.12 -0.57 0.0077
C -8.6492 3.9943 5.5168 -0.38 -0.35 0.22 -0.0757
H -6.3291 3.3339 2.2871 -0.14 -0.06 0.19 0.0854
H -7.4135 4.5799 2.9281 0.13 0.02 0.13 0.0880
H -6.1636 3.8366 3.9776 -0.05 0.14 -0.10 0.0819
H -9.2669 2.0626 4.8844 0.08 0.15 -0.01 0.1440
H -8.4157 3.6800 6.5368 0.01 0.30 0.04 0.0855
H -9.6560 4.4178 5.4951 0.14 0.22 0.14 0.0859
H -7.9327 4.7476 5.1973 -0.06 -0.16 -0.05 0.0749
```
Forces are in eV/Å.

As for the net charge: +1. The total energy is -76198.190 eV. The HOMO energy is -10.111 eV.